No. 1
C4H7N3O in the gas phase in a non-equilibrium geometry, computed with the ωB97M-V functional and the def2-TZVPD basis.

Structure (XYZ):
```
15
Properties=species:S:1:pos:R:3:forces:R:3:mulliken_charge:R:1
O -0.64380 -2.17808 -1.08940 -0.9 0.5 0.4 -0.422
N 0.62016 -0.70298 1.77328 -0.2 1.9 0.2 -0.632
N -0.66240 -1.31655 0.02501 -0.7 -0.4 0.1 -0.026
N 0.22806 2.16430 -0.70904 -1.0 0.5 -2.6 -0.617
C 0.44287 0.85963 -0.23016 0.2 -0.6 -0.4 -0.058
C 0.01130 0.54773 1.14439 0.9 -1.1 1.8 -0.159
C -0.84578 0.12366 -0.01553 2.0 -1.6 0.2 -0.564
C 0.21753 -1.63875 1.04601 -1.1 -0.7 -1.0 0.006
H -0.26266 2.02800 -1.68662 1.7 1.0 2.4 0.267
H -0.15122 1.33943 1.86999 -0.4 -0.1 -0.4 0.404
H 1.27944 0.26752 -0.60255 0.0 0.0 -0.1 0.323
H 0.29708 -2.70825 1.15636 0.8 -0.2 0.3 0.416
H -1.76896 0.52269 -0.28651 -1.4 0.5 -0.4 0.474
H 1.11381 2.67453 -0.76694 -0.6 0.0 -0.4 0.255
H 0.12458 -1.98288 -1.62830 0.6 0.4 -0.1 0.334
```
Forces are in eV/Å.

Calculated values
ΔE to the lowest compared entry with this formula, charge and spin = 94.5 kcal per mole
E = -10775.6477 eV
Frontier orbital gap = 9.158 eV
E_HOMO = -8.6 eV
Total charge = 0

---

No. 2
A molecular structure, C22H42Cl3CrN2O4SSi in a non-equilibrium geometry, computed with the ωB97M-V functional and the def2-TZVPD basis.

Structure (XYZ):
```
76
Properties=species:S:1:pos:R:3:forces:R:3:mulliken_charge:R:1
Cr 0.14205 0.34254 -0.39899 0.7 -1.8 0.1 -0.287
Cl -2.03237 0.38668 0.31307 -2.4 0.2 1.1 -0.724
Cl -0.46571 1.93804 -5.28209 0.0 0.6 -0.3 -0.297
Cl -0.29277 1.37781 -2.27092 -0.2 1.3 -1.8 -0.058
S -0.41436 -1.10006 2.36339 0.5 0.2 -1.1 0.745
Si -0.32249 3.91028 -4.54536 0.0 -0.5 -0.4 0.559
O 0.01209 -1.42522 -1.34470 0.5 0.2 0.2 0.247
O 2.15099 0.30643 -0.82345 2.2 -1.7 -0.1 -0.506
O 0.65514 -0.70234 1.33882 -0.3 -0.6 1.4 -0.382
O 0.59409 2.02970 0.65797 -1.5 2.7 0.3 -0.546
N 2.88121 -1.59271 -1.89046 0.4 -0.4 -0.5 0.338
N -0.09934 4.10523 1.29635 0.2 0.9 0.5 0.341
C -1.65865 -2.03156 -3.80043 0.0 0.4 -0.3 -1.358
C -1.43728 4.24855 -3.07796 0.0 0.1 0.1 -0.219
C -1.08192 -2.24379 -1.32104 0.1 0.3 -0.2 0.089
C 3.23997 -2.99753 -1.75905 -0.3 0.3 0.0 -0.817
C 0.19507 -3.68131 0.33596 0.2 -0.2 0.0 0.720
C -1.13626 -2.90353 -2.70669 0.1 -1.1 0.8 0.336
C -0.94769 4.87894 -6.04432 -0.1 0.2 0.2 -1.032
C 2.50156 -1.13856 -3.22405 -0.1 -0.3 0.2 -0.850
C -2.16662 -4.82133 1.28550 0.0 0.1 0.0 -0.768
C -1.02912 -3.23868 -0.15080 -0.4 0.1 -0.7 -0.268
C -0.93223 -5.29979 1.73893 0.1 0.1 -0.1 -0.372
C -2.21133 -3.77519 0.36150 0.2 -0.2 0.1 -0.384
C 0.24888 -4.71377 1.27354 -0.1 0.1 -0.2 -0.935
C -0.22210 2.99886 0.57682 1.2 -2.4 -0.3 0.099
C 2.65064 -0.84942 -0.80091 -0.5 1.4 0.3 0.041
C 1.04986 4.30892 2.17406 -0.2 0.2 0.0 -0.972
C -0.72307 0.37208 3.34600 -0.2 0.2 0.4 -1.107
C 0.55286 -2.04833 3.53271 0.1 0.0 0.4 -1.031
C 1.50488 4.29382 -4.28302 -0.1 -0.1 0.0 -0.891
C -1.02564 5.22719 1.14904 0.3 -0.4 -0.2 -0.949
C -0.52467 -4.86489 -4.17214 0.1 -0.3 -0.3 -1.548
C -0.66820 -4.14976 -2.87199 -0.3 0.5 0.0 0.207
H -2.76174 -1.97376 -3.77916 0.3 -0.1 0.1 0.261
H -0.95196 0.03204 4.36179 0.0 0.2 -0.1 0.561
H -1.09538 2.94394 -0.09003 0.2 0.0 0.2 0.228
H -2.48625 4.12498 -3.37269 0.1 0.0 0.0 0.278
H -1.04291 5.95552 -5.84686 0.0 -0.1 0.0 0.321
H -0.87806 -6.12831 2.44335 -0.1 0.1 -0.1 0.354
H 0.11154 -1.88161 4.52031 0.2 -0.2 0.0 0.456
H 1.23003 -5.05396 1.61217 -0.3 -0.1 0.0 0.351
H 2.01888 3.46553 -3.77594 -0.2 0.2 -0.1 0.205
H 0.15471 1.02903 3.33075 -0.1 -0.3 0.0 0.128
H -2.00345 -1.64724 -1.23167 -0.2 -0.2 0.2 0.458
H 1.59335 -1.71032 3.47881 -0.2 0.0 0.1 0.225
H -0.52703 6.08035 0.66229 -0.1 -0.2 0.1 0.300
H -1.22175 -5.71269 -4.24190 0.1 0.1 0.0 0.271
H -0.69588 -4.21500 -5.03616 0.0 -0.2 0.1 0.361
H 2.34493 -3.64289 -1.77011 0.2 0.2 -0.1 0.192
H -0.26105 4.74608 -6.88636 -0.1 0.0 0.1 0.264
H -1.59014 0.89149 2.91504 0.4 -0.3 0.0 0.300
H -1.37945 5.55115 2.13464 0.0 -0.1 -0.2 0.326
H 0.47789 -3.10691 3.26089 0.0 0.3 0.0 0.181
H -3.15837 -3.36763 -0.00414 0.2 -0.2 0.1 0.411
H -1.93277 4.49918 -6.34827 0.2 0.1 0.1 0.247
H -0.36944 -4.72834 -1.99720 0.0 0.2 -0.1 0.337
H -3.09327 -5.27895 1.64328 0.3 0.2 -0.1 0.357
H 0.68684 4.62593 3.15984 0.1 -0.1 -0.1 0.319
H -1.29458 5.27976 -2.72635 0.0 0.0 -0.2 0.345
H 2.38166 -0.05386 -3.22086 -0.1 -0.2 0.0 0.175
H 3.88188 -3.27725 -2.60484 0.0 0.0 0.3 0.307
H -1.28178 -1.00116 -3.69436 0.0 -0.3 0.1 0.052
H -1.24534 3.56904 -2.23875 0.0 0.1 -0.4 -0.331
H 1.63240 5.20144 -3.67697 0.0 -0.1 -0.1 0.321
H 1.63212 3.38704 2.25906 -0.2 0.2 -0.1 0.236
H -1.87133 4.89769 0.53489 0.2 0.2 0.2 0.298
H 3.29170 -1.45293 -3.91882 -0.1 0.2 0.0 0.414
H 1.55746 -1.61239 -3.53230 0.1 0.2 0.2 0.131
H 1.68199 5.11575 1.77695 0.0 -0.2 0.0 0.342
H 3.77009 -3.13862 -0.80763 -0.1 -0.1 -0.3 0.302
H 1.10466 -3.23116 -0.07326 -0.4 -0.1 0.2 0.034
H -1.37355 -2.41683 -4.78654 -0.1 0.2 0.1 0.408
H 0.48472 -5.28980 -4.26366 -0.1 0.0 -0.1 0.293
H 1.98223 4.46378 -5.26292 -0.1 -0.1 0.3 0.276
H 2.93022 -1.33469 0.15667 -0.1 0.1 -0.3 0.282
```
Forces are in eV/Å.

Calculated values
ΔE to the lowest compared entry with this formula, charge and spin = 0.0 kcal per mole
E = -119372.8950 eV
Frontier orbital gap (spin up / spin down) = 3.284 / 6.725 eV
E_HOMO (spin up / spin down) = -0.9 / -4.4 eV
Total charge = -1
2S+1 = 5